A structure of composition C25H25BrN13OPPt at a distorted geometry. Source: the Open Molecules 2025 dataset; level of theory: wB97M-V/def2-TZVPD.

XYZ file:
```
67
Properties=species:S:1:pos:R:3:lowdin_charge:R:1
Pt 0.03 0.88 -0.97 1.234
Br -1.08 7.59 1.99 0.802
C -1.16 5.83 1.30 -0.668
C -2.41 5.29 0.94 -0.070
C -2.48 4.02 0.44 0.009
C -1.32 3.22 0.27 -0.328
O -1.47 2.03 -0.19 -0.235
C -0.03 3.79 0.63 -0.137
C 1.20 3.13 0.47 -0.006
N 1.42 1.90 -0.01 -0.114
C 2.67 1.38 -0.13 -0.212
C 3.83 1.88 0.49 0.030
C 5.06 1.32 0.20 -0.029
C 5.18 0.23 -0.65 0.013
C 4.03 -0.35 -1.23 -0.130
C 4.06 -1.50 -2.06 0.051
C 2.89 -1.94 -2.63 -0.016
C 1.70 -1.28 -2.38 -0.105
N 1.64 -0.21 -1.57 -0.079
C 2.77 0.25 -0.99 -0.156
C 0.00 5.10 1.13 -0.067
H -3.31 5.88 1.05 0.118
H -3.42 3.60 0.13 0.122
H 2.08 3.72 0.71 0.136
H 3.77 2.69 1.20 0.120
H 5.95 1.75 0.63 0.126
H 6.15 -0.18 -0.88 0.128
H 4.99 -2.01 -2.24 0.136
H 2.90 -2.82 -3.26 0.123
H 0.77 -1.58 -2.85 0.087
H 0.95 5.54 1.38 0.117
N -2.26 -0.45 -5.45 0.171
N -2.18 -0.06 -4.18 -0.256
N -3.21 0.37 -3.50 0.174
C -2.72 0.55 -2.29 -0.156
N -1.42 0.22 -2.26 -0.185
N -1.10 -0.17 -3.48 0.093
H -3.07 -0.08 -5.94 0.136
H -1.38 -0.45 -5.95 0.132
H -3.29 0.92 -1.46 0.124
C -0.57 -4.39 0.36 -0.132
N -1.79 -3.70 -0.01 -0.069
C -2.72 -3.69 1.10 -0.126
N -2.12 -2.95 2.19 -0.150
C -0.86 -3.58 2.58 -0.136
N 0.06 -3.68 1.45 -0.143
C 0.64 -2.43 1.07 -0.264
P -0.63 -1.06 0.80 0.986
C -1.59 -2.46 -0.60 -0.146
C -2.03 -1.55 2.01 -0.242
H 0.11 -4.45 -0.49 0.143
H -0.82 -5.41 0.68 0.150
H -2.92 -4.71 1.43 0.150
H -3.66 -3.21 0.81 0.147
H -1.07 -4.58 2.96 0.148
H -0.39 -2.99 3.37 0.147
H 1.22 -2.58 0.16 0.084
H 1.32 -2.08 1.86 0.103
H -0.89 -2.52 -1.43 0.076
H -2.52 -1.99 -0.88 0.089
H -2.98 -1.16 1.65 0.108
H -1.79 -1.08 2.96 0.096
N -0.33 2.08 6.09 0.182
C -0.26 1.85 4.97 -0.314
N -0.22 1.61 3.69 0.174
C -0.06 0.73 2.87 -0.232
N 0.18 -0.02 1.96 -0.064
```

Its multiplicity is 1. Its net charge is +2. As for the HOMO-LUMO gap (spin up / spin down): 5.384 / 5.147 eV. The calculation puts the LUMO energy (spin up / spin down) at -7.49 / -7.74 eV.

=====

A cluster of 11 separate species, C5H32N2O11 in total at a distorted geometry. Source: the Open Molecules 2025 dataset; level of theory: wB97M-V/def2-TZVPD.

XYZ file:
```
50
Properties=species:S:1:pos:R:3:lowdin_charge:R:1
C -1.50 1.63 2.60 -0.072
C -2.26 1.67 1.28 -0.213
N -2.72 0.32 0.91 0.078
C -1.87 -0.60 0.41 -0.429
O -2.15 -1.80 0.53 0.001
C -0.59 -0.17 -0.37 -0.148
N -0.55 -0.30 -1.82 -0.093
C -0.87 -1.66 -2.37 -0.086
H -1.34 2.64 2.96 0.081
H -1.95 0.86 3.24 0.084
H -0.43 1.32 2.57 0.055
H -1.70 2.13 0.48 0.067
H -3.22 2.19 1.45 0.125
H -3.51 0.02 1.46 0.149
H -0.33 0.89 -0.18 0.084
H 0.16 -0.73 0.20 0.094
H 0.39 -0.04 -2.15 0.046
H -1.39 -1.37 -3.28 0.076
H 0.05 -2.25 -2.44 0.086
H -1.72 -2.11 -1.83 0.059
O 2.68 -0.56 0.02 -0.095
H 2.96 -1.46 0.37 0.068
H 2.25 -0.81 -0.81 0.061
O 3.43 1.77 -1.03 -0.076
H 3.33 1.01 -0.41 0.011
H 2.70 2.34 -0.74 0.032
O 2.15 0.70 2.33 -0.104
H 1.97 0.13 1.53 0.024
H 3.02 1.07 2.08 0.072
O 1.08 -1.62 2.51 -0.054
H 0.24 -1.81 2.93 0.054
H 1.57 -1.05 3.13 0.040
O 1.83 0.75 -2.90 -0.078
H 2.56 0.94 -2.24 0.012
H 1.81 1.53 -3.46 0.048
O -4.31 -0.63 -2.09 -0.061
H -3.91 -1.29 -1.50 0.019
H -3.68 0.10 -2.20 0.030
O 1.62 3.06 0.88 -0.061
H 1.68 2.31 1.51 0.004
H 0.75 2.84 0.51 0.013
O 2.45 -3.11 0.25 -0.064
H 2.41 -3.25 1.19 0.036
H 1.52 -3.06 -0.08 0.019
O -0.16 -3.62 0.00 -0.076
H -0.88 -2.93 0.06 0.008
H -0.75 -4.38 -0.03 0.065
O -0.91 2.98 -1.46 -0.055
H -0.93 2.03 -1.70 0.009
H -0.94 3.41 -2.32 0.053
```

Its multiplicity is 1. As for the HOMO-LUMO gap: 9.576 eV. The calculation puts the LUMO energy at 0.25 eV.

=====

A structure of composition C25H24F30NO11PbS2 at a distorted geometry. Source: the Open Molecules 2025 dataset; level of theory: wB97M-V/def2-TZVPD.

XYZ file:
```
94
Properties=species:S:1:pos:R:3:lowdin_spin:R:1
Pb 2.32 2.25 -3.45 0.836
C 1.57 1.02 0.93 0.000
F 1.18 2.23 0.48 0.001
F 2.61 1.22 1.69 0.000
F 0.70 0.34 1.77 0.000
S 2.11 -0.03 -0.64 0.012
O 3.58 0.19 -0.73 0.019
O 1.73 -1.39 -0.39 0.003
N 1.28 0.78 -1.89 0.053
S -0.21 0.36 -1.86 0.012
O -0.79 -0.42 -0.78 0.001
O -1.01 1.54 -2.16 0.025
C -0.28 -0.78 -3.46 0.000
F 0.36 -0.21 -4.54 0.006
F 0.29 -1.99 -3.35 0.000
F -1.61 -0.97 -3.62 0.000
C -0.90 -4.99 0.56 0.000
C -0.96 -4.35 1.96 0.000
C -1.26 -2.85 1.93 0.000
F -2.32 -2.53 1.11 0.000
F -1.51 -2.17 3.13 0.000
F -1.95 -4.93 2.68 0.000
F 0.17 -4.65 2.70 0.000
O 0.18 -4.40 -0.20 0.000
C 0.65 -5.15 -1.38 0.000
C 2.04 -4.69 -1.86 0.000
F 2.97 -4.68 -0.91 0.000
F 2.46 -5.40 -2.87 0.000
F 0.63 -6.43 -1.10 0.000
F -0.27 -4.97 -2.28 0.000
H -1.84 -4.81 0.03 0.000
H -0.93 -6.08 0.60 0.000
H -0.39 -2.36 1.49 0.000
H 1.98 -3.67 -2.24 0.000
C -5.96 2.56 -2.20 0.000
C -4.93 3.58 -2.68 0.000
C -4.25 4.26 -1.57 0.000
F -3.75 5.54 -1.74 0.000
F -5.06 4.34 -0.53 0.000
F -3.97 3.07 -3.52 0.000
F -5.70 4.40 -3.44 0.000
O -5.53 1.74 -1.14 0.000
C -4.86 0.49 -1.35 0.000
C -4.79 -0.12 0.06 0.000
F -4.10 0.67 0.84 0.000
F -6.01 -0.33 0.62 0.000
F -5.59 -0.33 -2.11 0.000
F -3.61 0.73 -1.90 0.000
H -6.07 1.96 -3.10 0.000
H -6.88 3.04 -1.88 0.000
H -3.30 3.77 -1.35 0.000
H -4.52 -1.17 -0.01 0.000
C 2.07 -0.97 6.27 0.000
C 2.15 -0.69 4.81 0.000
C 3.31 -1.27 3.98 0.000
F 4.55 -0.80 4.31 0.000
F 3.33 -2.57 4.14 0.000
F 1.03 -1.22 4.18 0.000
F 2.07 0.60 4.67 0.000
O 3.37 -1.30 6.85 0.000
C 3.54 -1.07 8.27 0.000
C 4.81 -1.78 8.81 0.000
F 4.70 -3.10 8.48 0.000
F 5.89 -1.18 8.33 0.000
F 3.56 0.26 8.37 0.000
F 2.46 -1.43 8.95 0.000
H 1.45 -1.85 6.44 0.000
H 1.49 -0.13 6.67 0.000
H 3.00 -1.12 2.95 0.000
H 4.85 -1.63 9.89 0.000
O -3.74 0.21 -9.34 0.000
C -3.75 0.51 -8.14 0.000
O -4.58 1.35 -7.55 0.000
C -4.31 1.54 -6.15 0.000
C -3.37 0.44 -5.77 0.000
C -2.64 0.16 -7.15 0.000
H -5.20 1.60 -5.53 0.000
H -3.71 2.45 -6.09 0.000
H -3.77 -0.49 -5.38 0.000
H -2.67 0.82 -5.03 0.000
H -2.40 -0.90 -7.08 0.000
H -1.74 0.75 -7.32 0.000
O 3.44 3.46 -1.18 0.029
C 4.21 3.64 -0.25 0.001
O 5.56 3.51 -0.46 0.001
C 6.37 3.84 0.68 0.000
C 5.39 4.62 1.58 0.000
C 3.96 4.33 1.10 0.000
H 7.17 4.46 0.28 0.000
H 6.79 3.00 1.22 0.000
H 5.60 5.68 1.42 0.000
H 5.39 4.31 2.62 0.000
H 3.23 5.14 1.09 0.000
H 3.45 3.58 1.70 0.000
```

Its multiplicity is 2. As for the HOMO-LUMO gap (spin up / spin down): 6.323 / 8.550 eV. As for the expectation value of S²: 0.75. The calculation puts the LUMO energy (spin up / spin down) at -1.31 / -1.37 eV.